1.
# C27H20Cl5O4RhS2

C27H20Cl5O4RhS2 as an isolated structure (wB97M-V/def2-TZVPD, OMol25).

- relative energy (zero: lowest compared OMol25 entry of this formula, charge and spin) (eV) = 0.628
- multiplicity = 1
- energy (Eh) = -4549.719621

Last column: natural (NBO) charge in e.
Atoms and positions in Å:
Rh (0.6002, 0.9203, 0.1253)  0.88
Cl (-0.1796, 7.8688, -0.9763)  0.06
C (-0.1251, 6.2757, -0.3302)  -0.13
C (0.2418, 5.2081, -1.1350)  -0.05
Cl (0.6364, 5.4237, -2.7949)  0.06
C (0.2824, 3.9385, -0.5840)  -0.17
Cl (0.7398, 2.5596, -1.5546)  0.21
C (-0.0181, 3.6565, 0.7440)  0.38
O (0.0381, 2.4502, 1.2472)  -0.69
C (-0.4176, 4.7506, 1.5346)  -0.14
Cl (-0.8523, 4.4287, 3.1695)  0.05
C (-0.4566, 6.0329, 1.0102)  -0.05
Cl (-0.9123, 7.3480, 2.0178)  0.07
O (0.5704, -0.7966, -0.9751)  -0.63
C (0.5103, -1.5044, 0.0789)  0.76
O (0.3948, -0.8674, 1.1807)  -0.62
C (0.5664, -2.9760, 0.0452)  -0.11
C (0.1147, -3.6530, -1.0826)  -0.17
C (0.1772, -5.0361, -1.1169)  -0.22
C (0.7051, -5.7331, -0.0363)  -0.19
C (1.1605, -5.0520, 1.0850)  -0.22
C (1.0848, -3.6684, 1.1328)  -0.17
H (-0.2833, -3.0896, -1.9172)  0.23
H (-0.1781, -5.5721, -1.9874)  0.22
H (0.7674, -6.8136, -0.0719)  0.22
H (1.5747, -5.5992, 1.9216)  0.22
H (1.4318, -3.1165, 1.9968)  0.24
C (-4.6060, -4.6948, -1.1958)  -0.63
C (-3.9956, -3.3730, -0.8158)  0.00
C (-3.2575, -3.2346, 0.3565)  -0.22
C (-2.6783, -2.0221, 0.6956)  -0.15
C (-2.8438, -0.9349, -0.1511)  -0.31
C (-3.5666, -1.0443, -1.3285)  -0.18
C (-4.1440, -2.2635, -1.6460)  -0.21
S (-2.0458, 0.6175, 0.1977)  1.30
C (-3.0300, 1.1979, 1.5607)  -0.81
O (-2.3324, 1.5307, -0.9556)  -0.98
H (-4.2861, -5.4867, -0.5202)  0.22
H (-4.3215, -4.9773, -2.2105)  0.22
H (-5.6961, -4.6441, -1.1656)  0.23
H (-3.1207, -4.0906, 1.0065)  0.22
H (-2.0822, -1.9341, 1.5971)  0.22
H (-3.6489, -0.1832, -1.9793)  0.25
H (-4.7131, -2.3586, -2.5637)  0.22
H (-4.0363, 1.3446, 1.1696)  0.25
H (-2.5833, 2.1336, 1.8926)  0.26
H (-3.0167, 0.4619, 2.3649)  0.24
S (2.6791, 0.5717, 1.0159)  0.03
C (4.0311, 1.5591, 0.4327)  -0.18
C (5.2900, 1.1285, 0.8569)  -0.24
C (6.4328, 1.8120, 0.4761)  -0.19
C (6.3458, 2.9379, -0.3311)  -0.24
C (5.0977, 3.3750, -0.7430)  -0.20
C (3.9478, 2.6948, -0.3640)  -0.20
H (5.3704, 0.2500, 1.4867)  0.22
H (7.3993, 1.4577, 0.8119)  0.21
H (7.2398, 3.4694, -0.6294)  0.21
H (5.0095, 4.2600, -1.3612)  0.21
H (2.9878, 3.0561, -0.6885)  0.19

2.
# C27H20NS4SbSe4Y

C27H20NS4SbSe4Y as an isolated structure (wB97M-V/def2-TZVPD, OMol25).

- multiplicity = 1
- net charge = -1
- energy (Eh) = -12572.769021

Last column: natural (NBO) charge in e.
Atoms and positions in Å:
Y (0.1161, 0.9148, 0.1649)  1.06
S (-1.8180, 2.7083, 0.1176)  0.01
C (-1.6997, 2.5212, 1.8551)  -0.22
C (-2.7683, 1.9856, 2.5791)  -0.18
C (-2.6491, 1.7748, 3.9369)  -0.19
C (-1.4875, 2.1548, 4.5998)  -0.14
C (-0.4304, 2.7168, 3.9073)  -0.24
C (-0.5121, 2.8515, 2.5265)  -0.21
S (0.8204, 3.4962, 1.5133)  0.32
C (2.3408, 2.7456, 2.2176)  -0.56
C (3.0330, 1.7962, 1.2794)  0.22
C (4.2772, 2.0971, 0.7411)  -0.25
C (4.8992, 1.1534, -0.0614)  -0.14
C (4.3097, -0.0875, -0.2301)  -0.24
C (3.0821, -0.3307, 0.3775)  0.26
C (2.4926, -1.7091, 0.3847)  -0.57
S (0.7854, -1.8112, -0.2838)  0.33
C (-0.1166, -2.6422, 1.0123)  -0.16
C (-0.5044, -3.9534, 0.7487)  -0.23
C (-1.3432, -4.6199, 1.6246)  -0.25
C (-1.8077, -3.9587, 2.7561)  -0.18
C (-1.4073, -2.6650, 3.0319)  -0.22
C (-0.5440, -1.9719, 2.1738)  -0.17
S (-0.0996, -0.3258, 2.5492)  -0.37
N (2.4304, 0.6282, 1.0422)  -0.48
H (-3.6647, 1.7019, 2.0428)  0.25
H (-3.4656, 1.2982, 4.4632)  0.24
H (-1.3952, 1.9973, 5.6668)  0.20
H (0.4629, 3.0327, 4.4319)  0.21
H (2.0513, 2.2177, 3.1259)  0.27
H (3.0072, 3.5693, 2.4660)  0.23
H (4.7504, 3.0446, 0.9609)  0.22
H (5.8512, 1.3741, -0.5270)  0.22
H (4.7887, -0.8635, -0.8102)  0.22
H (2.4341, -2.0736, 1.4105)  0.27
H (3.1082, -2.3825, -0.2091)  0.22
H (-0.1675, -4.4233, -0.1665)  0.22
H (-1.6760, -5.6225, 1.3890)  0.21
H (-2.5249, -4.4406, 3.4084)  0.22
H (-1.7966, -2.1466, 3.8964)  0.23
Se (-4.0594, -3.6249, -0.4559)  -0.28
Sb (-4.1268, -1.2523, 0.2247)  1.02
Se (-5.0165, -1.3272, 2.5020)  -0.75
Se (-5.8448, -0.3212, -1.2520)  -0.65
Se (-1.9538, -0.1068, -0.0466)  -0.33
C (0.4479, 0.8971, -2.0032)  -0.56
C (0.2109, 0.6634, -3.1787)  -0.07
C (-0.0062, 0.4586, -4.5776)  -0.03
C (1.0063, 0.7761, -5.4892)  -0.20
C (0.7880, 0.6477, -6.8506)  -0.23
C (-0.4391, 0.1972, -7.3185)  -0.23
C (-1.4424, -0.1366, -6.4199)  -0.21
C (-1.2317, -0.0115, -5.0563)  -0.19
H (1.9569, 1.1307, -5.1136)  0.21
H (1.5720, 0.9063, -7.5518)  0.20
H (-0.6107, 0.1083, -8.3843)  0.20
H (-2.3980, -0.4896, -6.7868)  0.21
H (-2.0154, -0.2676, -4.3553)  0.23

no.,F_max (eV Å⁻¹)
1,1.532
2,5.839